{
  "formula": "C2H4O4",
  "method": "ωB97M-V with the def2-TZVPD basis set",
  "species": ["O", "C", "O", "C", "O", "O", "H", "H", "H", "H"],
  "positions_angstrom": [[1.260946, 1.204442, -0.041888], [0.697001, 0.051306, 0.219027], [1.442410, -1.080290, 0.163243], [-0.676943, -0.106496, 0.001825], [-1.347553, -1.271584, -0.078520], [-1.411316, 1.163206, 0.000317], [2.221602, 1.027892, -0.000955], [0.795262, -1.693452, -0.009411], [-2.314363, -1.068880, -0.102782], [-0.667048, 1.773855, -0.150858]],
  "forces_ev_per_angstrom": [[2.419, 1.477, 0.271], [-5.827, -3.203, -1.326], [3.129, 2.200, 0.746], [2.358, 4.302, 1.229], [-1.200, 0.396, 0.078], [1.010, -2.507, -0.446], [-0.447, 0.562, -0.077], [-1.882, -3.150, -0.619], [1.090, -0.242, 0.116], [-0.652, 0.165, 0.029]],
  "nbo_charge": [-0.69, 0.39, -0.68, 0.39, -0.70, -0.71, 0.51, 0.49, 0.51, 0.49],
  "e_homo_ev": -7.2,
  "orbital_gap_ev": 7.79,
  "charge": 0,
  "largest_force_ev_per_a": 6.8,
  "smiles": "OC(O)=C(O)O",
  "total_energy_ev": -10326.64808
}

---

{
  "formula": "C2H4O4S",
  "method": "ωB97M-V with the def2-TZVPD basis set",
  "species": ["O", "S", "O", "C", "O", "C", "O", "H", "H", "H", "H"],
  "positions_angstrom": [[2.326345, -1.253318, -0.669796], [1.651217, -0.138221, -0.068437], [2.368387, 0.833420, 0.779507], [0.019586, -0.435378, 0.615185], [-0.603433, -1.823547, 0.069813], [0.118822, 0.555461, -0.555548], [-0.080615, 1.899445, -0.433513], [-0.455301, -0.142827, 1.502271], [-1.069146, -2.264738, 0.831740], [-0.244084, 0.222229, -1.535215], [0.632557, 2.305442, 0.195099]],
  "forces_ev_per_angstrom": [[-0.391, 0.571, -0.308], [1.070, 0.050, 2.961], [-0.741, -0.771, -1.186], [-1.029, -4.197, -2.873], [0.715, 2.739, 2.019], [-0.167, 0.401, -1.914], [1.593, 1.280, 1.786], [-0.018, 0.517, 1.381], [0.841, 0.877, -0.928], [-0.183, -0.306, 0.496], [-1.690, -1.162, -1.435]],
  "nbo_charge": [-0.84, 2.05, -0.92, -0.21, -0.72, -0.14, -0.67, 0.23, 0.48, 0.24, 0.51],
  "e_homo_ev": -10.3,
  "orbital_gap_ev": 10.69,
  "charge": 0,
  "largest_force_ev_per_a": 5.2,
  "smiles": "O=S1(=O)[C@H](O)[C@H]1O",
  "total_energy_ev": -21160.17090
}

---

{
  "formula": "C2H4O4Si",
  "method": "ωB97M-V with the def2-TZVPD basis set",
  "species": ["O", "Si", "O", "O", "H", "H", "C", "C", "O", "H", "H"],
  "positions_angstrom": [[0.493120, -0.457808, 1.852715], [1.156156, 0.628524, 1.047084], [0.793284, 2.194597, 0.814189], [2.461040, 0.304764, 0.144218], [-0.179864, 2.473584, 0.747635], [2.281801, 0.301132, -0.836144], [-1.701915, -1.396232, -0.466011], [-1.029005, -0.632549, -1.191342], [-0.361649, 0.084360, -1.810114], [-1.179337, -2.297105, -0.197741], [-2.733632, -1.203267, -0.104489]],
  "forces_ev_per_angstrom": [[-0.434, 0.076, 0.541], [0.222, -0.033, -0.663], [-2.267, 0.494, -0.275], [-0.184, 0.012, -1.605], [2.219, -0.697, 0.458], [0.459, 0.191, 1.479], [-2.888, -2.245, 2.195], [1.144, 1.971, -1.457], [0.722, 0.625, -0.540], [-0.069, -0.294, 0.298], [1.075, -0.099, -0.431]],
  "nbo_charge": [-1.19, 2.36, -1.11, -1.11, 0.53, 0.52, -0.75, 0.70, -0.51, 0.28, 0.28],
  "e_homo_ev": -9.7,
  "orbital_gap_ev": 9.61,
  "charge": 0,
  "largest_force_ev_per_a": 4.3,
  "smiles": "O=[Si](O)O.C=C=O",
  "total_energy_ev": -18207.69472
}

---

{
  "formula": "C2H4O4Si",
  "method": "ωB97M-V with the def2-TZVPD basis set",
  "species": ["C", "C", "O", "Si", "O", "O", "O", "H", "H", "H", "H"],
  "positions_angstrom": [[2.617523, 0.880091, 0.601280], [1.995761, 0.336969, -0.266750], [0.550288, 0.049036, -1.225919], [-0.685116, -0.342795, -0.250366], [-0.098734, -0.961443, 1.125341], [-1.848737, 0.779270, 0.038150], [-1.276225, -1.359391, -1.349727], [3.250907, 0.927989, 1.392331], [-0.715325, -0.925271, 1.891461], [-1.656975, 1.722874, -0.273253], [-2.133365, -1.107329, -1.682549]],
  "forces_ev_per_angstrom": [[-0.733, -0.780, -1.280], [-6.022, -0.370, -3.573], [7.007, 1.894, 2.779], [-0.262, -0.105, 0.024], [-1.059, -0.130, 1.160], [0.659, 2.314, -0.555], [-1.049, -1.042, -0.081], [1.559, 0.581, 1.735], [0.765, -0.089, -0.796], [-0.432, -2.123, 0.742], [-0.432, -0.150, -0.155]],
  "nbo_charge": [-0.31, 0.27, -0.84, 2.41, -1.09, -1.12, -1.08, 0.23, 0.51, 0.52, 0.50],
  "e_homo_ev": -10.8,
  "orbital_gap_ev": 10.49,
  "charge": 0,
  "largest_force_ev_per_a": 7.8,
  "smiles": "C#CO[Si](O)(O)O",
  "total_energy_ev": -18206.53455
}

---

Which relative energy (zero: lowest compared OMol25 entry of this formula, charge and spin) belongs to each record? In order, 63.5; 75.8; 28.9; 55.7 kcal/mol.